(1)
{"formula": "C14H11N4ORhS", "method": "wB97M-V/def2-TZVPD", "symbols": ["Rh", "N", "C", "S", "N", "N", "C", "C", "C", "C", "C", "C", "C", "C", "C", "C", "C", "C", "N", "H", "H", "H", "H", "H", "H", "H", "H", "H", "H", "H", "O", "C"], "xyz": [[-2.3769, 1.6002, -0.2617], [-3.7896, -2.3630, -0.8738], [-3.1870, -1.2224, -0.5831], [-4.1487, 0.1897, -0.2226], [-1.8558, -1.1828, -0.6135], [-1.3468, -0.0466, -0.1544], [-0.0516, 0.0799, 0.1124], [0.8032, -1.0749, 0.2658], [2.0842, -1.0688, -0.3164], [2.8859, -2.1871, -0.2158], [2.4469, -3.2952, 0.5022], [1.1899, -3.3019, 1.0978], [0.3582, -2.2098, 0.9639], [0.4197, 1.4689, 0.2870], [1.6745, 1.7973, 0.7592], [2.0181, 3.1430, 0.8925], [1.0914, 4.1135, 0.5759], [-0.1760, 3.7172, 0.1593], [-0.4985, 2.4366, 0.0256], [-4.7916, -2.4227, -0.9621], [-3.2404, -3.1908, -1.0534], [2.4177, -0.2222, -0.9020], [3.8533, -2.2003, -0.6983], [3.0898, -4.1600, 0.5974], [0.8634, -4.1616, 1.6660], [-0.6118, -2.2074, 1.4418], [2.3692, 1.0212, 1.0423], [3.0011, 3.4159, 1.2520], [1.3179, 5.1665, 0.6646], [-0.9471, 4.4442, -0.0623], [-2.4351, 2.0090, -3.2506], [-2.4275, 1.9144, -2.1356]], "nbo_charge": [0.758, -0.721, 0.268, 0.060, -0.316, -0.184, 0.335, -0.092, -0.181, -0.199, -0.106, -0.204, -0.140, 0.107, -0.154, -0.105, -0.185, 0.086, -0.473, 0.437, 0.439, 0.229, 0.251, 0.249, 0.249, 0.227, 0.268, 0.266, 0.271, 0.236, -0.304, 0.628], "e_tot_ha": -1342.4952, "orbital_gap_ha": [0.209, 0.205], "charge": 2, "e_above_lowest_kcal_mol": 0.8}

=====

(2)
{"formula": "C14H11N5O2PdS3", "method": "wB97M-V/def2-TZVPD", "symbols": ["Pd", "N", "C", "S", "N", "N", "C", "C", "C", "C", "C", "C", "N", "H", "H", "H", "H", "H", "H", "H", "O", "S", "O", "N", "C", "S", "C", "C", "C", "C", "C", "C", "H", "H", "H", "H"], "xyz": [[-0.6042, 0.6009, -0.9428], [-1.9207, 3.6338, -3.9516], [-1.5551, 2.5436, -3.2359], [-2.1461, 2.4246, -1.5769], [-0.9079, 1.6177, -3.9075], [-0.6288, 0.5202, -3.1846], [-0.6552, -0.6014, -3.7973], [-0.4775, -1.8185, -3.0054], [-0.0674, -3.0699, -3.5556], [0.1989, -4.1653, -2.7632], [0.2000, -3.9137, -1.3619], [-0.2257, -2.6937, -0.9022], [-0.5971, -1.6741, -1.6927], [-2.3437, 4.4498, -3.5870], [-1.7053, 3.6517, -4.9378], [-0.8648, -0.7048, -4.8672], [0.1802, -3.1352, -4.6114], [0.5357, -5.0790, -3.2362], [0.5584, -4.6766, -0.6811], [-0.2439, -2.5369, 0.1419], [1.4667, -1.9655, 2.1035], [0.3639, -1.0530, 2.3031], [-0.9367, -1.6124, 2.4933], [0.2506, 0.0512, 1.0975], [0.5604, 1.2539, 1.4488], [0.6122, 2.4721, 0.3168], [0.8858, 1.4246, 2.8506], [1.1160, 2.6104, 3.5500], [1.3145, 2.5080, 4.9303], [1.2085, 1.2697, 5.5871], [0.8968, 0.1297, 4.8674], [0.7909, 0.1980, 3.4914], [1.1987, 3.5710, 3.0613], [1.4856, 3.4096, 5.5515], [1.2102, 1.1932, 6.6664], [0.8457, -0.8337, 5.3376]], "nbo_charge": [0.881, -0.789, 0.296, -0.214, -0.440, -0.229, 0.031, 0.155, -0.227, -0.151, -0.236, 0.053, -0.468, 0.405, 0.401, 0.203, 0.221, 0.228, 0.233, 0.217, -0.917, 2.303, -0.920, -0.881, 0.085, -0.058, -0.041, -0.188, -0.187, -0.196, -0.164, -0.327, 0.242, 0.224, 0.225, 0.229], "e_tot_ha": -2286.7635, "s2": 2.01, "spin_multiplicity": 3, "orbital_gap_ha": [0.274, 0.242]}

=====

(3)
{"formula": "C14H11N7O7RuS", "method": "wB97M-V/def2-TZVPD", "symbols": ["Ru", "C", "C", "N", "N", "C", "N", "S", "C", "C", "C", "C", "C", "N", "H", "H", "H", "H", "H", "H", "H", "H", "H", "O", "N", "O", "C", "C", "C", "C", "O", "C", "C", "N", "O", "O", "N", "O", "O", "H", "H"], "xyz": [[0.0225, 0.5154, -0.7904], [-1.5266, 4.5153, -0.0779], [-1.2707, 3.0739, -0.3176], [-0.1454, 2.5727, -0.7002], [0.9226, 3.3853, -0.9548], [1.8045, 2.7926, -1.6943], [2.9100, 3.3777, -2.1286], [1.4848, 1.0962, -2.2431], [-2.3399, 2.0592, -0.2178], [-3.6640, 2.3436, 0.0325], [-4.5967, 1.3104, -0.0115], [-4.1818, 0.0231, -0.3152], [-2.8398, -0.2116, -0.5476], [-1.9442, 0.7864, -0.4850], [-0.6272, 5.1001, -0.2344], [-1.8782, 4.6578, 0.9461], [-2.3082, 4.8730, -0.7517], [3.0750, 4.3492, -1.9047], [3.5914, 2.8964, -2.6920], [-3.9683, 3.3595, 0.2403], [-5.6412, 1.5169, 0.1808], [-4.8802, -0.8001, -0.3624], [-2.4550, -1.1975, -0.7689], [4.1705, -4.0125, 3.1743], [3.5045, -4.5592, 2.3288], [3.5199, -5.7254, 2.0231], [2.5614, -3.6965, 1.5732], [2.4904, -2.3735, 1.8852], [1.6004, -1.5631, 1.1591], [0.7919, -2.0853, 0.1194], [-0.0885, -1.3912, -0.5585], [0.9305, -3.4609, -0.1386], [1.7760, -4.2691, 0.5726], [0.1463, -4.0555, -1.2402], [-0.3704, -5.1203, -1.0139], [0.1112, -3.4271, -2.2760], [1.5089, -0.2161, 1.6005], [2.0469, 0.1534, 2.5858], [0.8048, 0.7054, 0.9646], [3.1052, -1.9691, 2.6779], [1.8470, -5.3294, 0.3611]], "nbo_charge": [1.074, -0.694, 0.322, -0.234, -0.337, 0.308, -0.734, 0.302, 0.161, -0.184, -0.072, -0.209, 0.098, -0.436, 0.281, 0.268, 0.267, 0.446, 0.434, 0.264, 0.266, 0.273, 0.253, -0.328, 0.531, -0.314, 0.019, -0.103, -0.092, 0.449, -0.637, -0.031, -0.066, 0.526, -0.303, -0.345, 0.535, -0.173, -0.398, 0.304, 0.307], "e_tot_ha": -1942.2566, "orbital_gap_ha": 0.230, "charge": 2, "e_above_lowest_kcal_mol": 3.1}

=====

(4)
{"formula": "C14H11NO3", "method": "wB97M-V/def2-TZVPD", "symbols": ["O", "O", "O", "N", "C", "C", "C", "C", "C", "C", "C", "C", "C", "C", "C", "C", "C", "C", "H", "H", "H", "H", "H", "H", "H", "H", "H", "H", "H"], "xyz": [[3.1560, -0.8078, -1.2806], [1.8835, 1.6133, -1.5337], [-2.6334, 1.9738, 1.5491], [-1.6227, 0.0362, 1.0101], [1.9617, -0.6668, -0.9663], [1.2869, 0.6600, -1.0742], [-1.7694, 1.4068, 0.9000], [-0.6783, -0.2432, 0.1559], [1.1089, -4.1357, 0.4048], [-0.1344, -3.8997, 1.0126], [1.7439, -3.1076, -0.3211], [-0.6856, -2.6274, 0.9246], [1.1871, -1.8264, -0.3799], [-0.0707, -1.5923, 0.1819], [0.1908, 2.9521, 0.7964], [-1.5193, 3.0101, -0.9966], [-0.1963, 0.8491, -0.7073], [-0.7746, 2.1066, -0.0271], [1.5500, -5.1424, 0.4839], [-0.6452, -4.6882, 1.5622], [2.7548, -3.2624, -0.7322], [-1.6493, -2.4662, 1.4424], [0.9519, 3.4183, 0.1730], [0.7046, 2.3492, 1.5792], [-0.3720, 3.7124, 1.2863], [-0.7595, 3.4047, -1.6626], [-2.0407, 3.8399, -0.5098], [-2.2383, 2.3944, -1.5719], [-0.6904, 0.7390, -1.6992]], "nbo_charge": [-0.451, -0.445, -0.533, -0.450, 0.429, 0.485, 0.649, 0.354, -0.180, -0.191, -0.193, -0.147, -0.049, -0.124, -0.599, -0.591, -0.389, -0.135, 0.226, 0.227, 0.246, 0.247, 0.232, 0.211, 0.232, 0.219, 0.237, 0.207, 0.275], "e_tot_ha": -820.5567, "orbital_gap_ha": 0.304, "smiles": "CC1(C)C(=O)N=C2c3ccccc3C(=O)C(=O)[C@@H]21", "e_above_lowest_kcal_mol": 46.4}

=====

(5)
{"formula": "C14H11NO7S2Sn", "method": "wB97M-V/def2-TZVPD", "symbols": ["Sn", "O", "C", "O", "C", "C", "C", "C", "C", "N", "H", "H", "H", "H", "O", "C", "O", "C", "C", "C", "C", "C", "C", "S", "H", "H", "H", "H", "C", "S", "O", "O", "O", "H", "H", "H"], "xyz": [[-0.3187, 0.5240, -0.9078], [2.2518, 0.3782, 2.6075], [1.2591, 0.2135, 1.8999], [1.2391, 0.0522, 0.6378], [-0.0940, 0.1606, 2.6225], [-0.1504, 0.2661, 4.0105], [-1.3872, 0.2016, 4.6248], [-2.5245, 0.0459, 3.8422], [-2.3749, -0.0500, 2.4659], [-1.1803, -0.0033, 1.8809], [0.7747, 0.3963, 4.5534], [-1.4690, 0.2730, 5.7043], [-3.5121, 0.0017, 4.2840], [-3.2167, -0.1646, 1.7904], [3.0237, 2.2119, -3.0204], [2.3673, 1.4376, -2.3302], [1.1894, 1.7047, -1.8773], [3.0083, 0.1139, -1.9581], [4.3502, 0.1777, -1.5937], [5.0725, -0.9561, -1.2673], [4.4455, -2.1934, -1.3366], [3.1133, -2.2717, -1.6971], [2.3575, -1.1294, -1.9880], [0.6495, -1.3561, -2.3873], [4.8164, 1.1543, -1.5705], [6.1079, -0.8760, -0.9568], [4.9912, -3.0997, -1.0950], [2.6144, -3.2321, -1.7388], [-5.4873, 0.7538, -2.2945], [-3.8727, 0.7524, -1.5105], [-3.0261, -0.0108, -2.4205], [-3.5270, 2.1632, -1.4056], [-4.0955, 0.0925, -0.2238], [-5.3792, 1.1610, -3.2980], [-6.1576, 1.3756, -1.7035], [-5.8583, -0.2687, -2.3428]], "nbo_charge": [1.327, -0.691, 0.760, -0.811, 0.096, -0.235, -0.198, -0.277, 0.039, -0.413, 0.234, 0.192, 0.200, 0.248, -0.688, 0.794, -0.856, -0.190, -0.107, -0.281, -0.222, -0.245, -0.105, -0.394, 0.207, 0.187, 0.186, 0.204, -0.899, 2.414, -1.025, -1.027, -1.055, 0.213, 0.208, 0.209], "e_tot_ha": -2132.4092, "orbital_gap_ha": 0.241, "charge": -2}

=====

(6)
{"formula": "C14H12BrN3O2", "method": "wB97M-V/def2-TZVPD", "symbols": ["Br", "N", "N", "O", "O", "C", "C", "C", "C", "C", "C", "C", "C", "C", "C", "C", "C", "N", "C", "C", "H", "H", "H", "H", "H", "H", "H", "H", "H", "H", "H", "H"], "xyz": [[-0.3928, -2.3651, -4.7990], [-2.8523, 1.9376, -1.5818], [0.6807, -1.7825, 1.6488], [2.4391, -1.3314, 3.1068], [2.4218, 1.3184, 2.4469], [-2.6870, 0.8936, -2.3274], [-2.0905, 1.7831, -0.4567], [-3.1408, 0.6032, -3.6366], [-2.4883, -0.3077, -4.4415], [-1.4895, -1.1498, -3.7744], [-1.2825, -1.0823, -2.4732], [-1.3489, 0.5722, -0.5177], [-0.2041, -1.3201, 0.7036], [1.5775, -0.9414, 2.1217], [0.5934, 0.9594, 0.9536], [1.5718, 0.4622, 1.7923], [-0.2747, 0.0901, 0.3316], [-1.7622, 0.0365, -1.7188], [2.9386, -2.7244, 3.0910], [2.1198, 2.7372, 2.5870], [-2.0450, 2.5405, 0.3151], [-3.9949, 1.1753, -4.0102], [-2.7110, -0.4789, -5.4658], [-0.7427, -1.7776, -1.8551], [-0.8441, -1.9591, 0.2509], [0.6739, 1.9452, 0.6100], [2.2665, -3.3017, 3.5729], [3.1478, -2.9970, 2.0219], [3.8761, -2.8348, 3.5144], [2.0200, 3.1616, 1.5813], [2.8566, 3.3328, 3.1971], [1.1673, 2.8048, 3.2111]], "nbo_charge": [0.062, -0.449, -0.449, -0.502, -0.503, 0.289, -0.044, -0.190, -0.229, -0.109, -0.026, 0.067, 0.028, 0.470, -0.247, 0.265, -0.100, -0.303, -0.230, -0.258, 0.212, 0.241, 0.236, 0.228, 0.180, 0.223, 0.185, 0.184, 0.189, 0.179, 0.214, 0.187], "e_tot_ha": -3429.3738, "orbital_gap_ha": 0.298, "smiles": "COc1cc(-c2cnc3ccc(Br)cn23)cnc1OC", "e_above_lowest_kcal_mol": 24.9}

=====

(7)
{"formula": "C14H12ClCuN2O4Se2Te2", "method": "wB97M-V/def2-TZVPD", "symbols": ["Cu", "Se", "Te", "Te", "Se", "Cl", "C", "C", "C", "C", "C", "C", "C", "O", "O", "H", "H", "H", "H", "O", "C", "N", "C", "O", "C", "C", "C", "C", "N", "C", "H", "H", "H", "H", "H", "H", "H", "H"], "xyz": [[-4.8281, -0.1617, 0.8265], [-5.5857, 0.5095, 2.9426], [-5.0220, -1.3848, 4.4168], [-4.8064, -3.4582, 2.5623], [-4.8290, -2.3523, 0.3901], [0.7698, 0.5390, -3.8533], [-0.7010, 0.9830, -3.1401], [-0.9343, 0.6848, -1.7588], [-2.1249, 1.0360, -1.1666], [-3.0560, 1.8669, -1.8545], [-2.7705, 2.3827, -3.1318], [-1.6507, 1.8404, -3.8087], [-4.3690, 2.1033, -1.2472], [-5.0506, 2.9617, -1.7857], [-4.6446, 1.4864, -0.2086], [-0.1214, 0.0744, -1.2537], [-2.3721, 0.6661, -0.1725], [-3.3094, 3.2742, -3.5212], [-1.3885, 2.0324, -4.8290], [4.5516, 1.8759, -1.3143], [3.5789, 0.8991, -1.4030], [3.4465, 0.2945, -0.1202], [2.6910, -0.7753, 0.1731], [1.7477, -1.2001, -0.5542], [2.8369, -1.3897, 1.5656], [1.8189, -2.3396, 1.9042], [1.7821, -2.8103, 3.1672], [2.7386, -2.4396, 4.0872], [3.5498, -1.3895, 3.8781], [3.5661, -0.8772, 2.6304], [4.5308, 2.4073, -2.1184], [3.7656, 0.1484, -2.2019], [2.5593, 1.3483, -1.6288], [4.1558, 0.5450, 0.5588], [1.2617, -2.7832, 1.0441], [1.0885, -3.5727, 3.4272], [2.8371, -2.9682, 5.0017], [4.2873, -0.0567, 2.4967]], "nbo_charge": [0.730, -0.766, -0.111, -0.115, -0.777, -0.020, -0.101, -0.246, -0.171, -0.114, -0.186, -0.247, 0.740, -0.726, -0.815, 0.238, 0.253, 0.241, 0.195, -0.719, 0.107, -0.608, 0.656, -0.623, -0.191, -0.102, -0.262, 0.058, -0.432, 0.038, 0.483, 0.157, 0.181, 0.399, 0.268, 0.227, 0.188, 0.174], "e_tot_ha": -8390.8652, "orbital_gap_ha": 0.124, "charge": -2, "e_above_lowest_kcal_mol": 13.1}

=====

(8)
{"formula": "C14H12FN2O8S2", "method": "wB97M-V/def2-TZVPD", "symbols": ["C", "C", "O", "C", "C", "F", "S", "C", "C", "C", "C", "C", "C", "O", "O", "O", "H", "H", "H", "H", "H", "H", "H", "H", "H", "H", "O", "N", "O", "C", "C", "C", "N", "O", "O", "C", "S", "H", "H"], "xyz": [[0.6090, -4.8177, -0.3502], [0.0934, -3.3948, -0.4341], [1.0132, -2.4536, 0.0658], [0.4838, -1.1819, 0.0031], [1.3021, -0.1044, 0.4033], [0.8826, 1.1325, 0.2614], [2.9407, -0.3248, 1.1270], [3.6408, 1.3389, 1.1793], [4.5268, 1.7318, 0.2060], [5.0993, 2.9860, 0.2577], [4.7794, 3.8426, 1.2879], [3.8833, 3.4482, 2.2613], [3.3110, 2.1967, 2.2064], [2.7662, -0.7020, 2.5794], [3.8861, -1.0639, 0.2116], [-0.6655, -0.9807, -0.3938], [-0.0973, -5.5273, -0.7853], [1.5506, -4.9180, -0.8946], [0.7893, -5.1068, 0.6886], [-0.1318, -3.1018, -1.4721], [-0.8301, -3.2696, 0.1495], [4.7999, 1.0344, -0.5712], [5.7943, 3.2876, -0.5079], [5.2276, 4.8213, 1.3308], [3.6314, 4.1200, 3.0656], [2.6365, 1.8651, 2.9806], [-6.2434, 1.2173, -3.9232], [-5.4561, 0.2853, -3.7346], [-5.1532, -0.5244, -4.6157], [-4.8624, 0.1439, -2.4212], [-5.2640, 0.8006, -1.3103], [-4.4989, 0.4753, -0.1484], [-4.7758, 0.9575, 1.2009], [-4.3996, 0.2633, 2.1498], [-5.3699, 2.0281, 1.3366], [-3.5049, -0.4071, -0.3854], [-3.5187, -0.8741, -2.0445], [-6.0818, 1.5070, -1.3178], [-2.7938, -0.7308, 0.3579]], "nbo_charge": [-0.623, -0.062, -0.527, 0.646, -0.216, -0.332, 2.008, -0.192, -0.214, -0.224, -0.207, -0.224, -0.207, -0.946, -0.942, -0.781, 0.200, 0.208, 0.207, 0.172, 0.173, 0.244, 0.205, 0.202, 0.206, 0.240, -0.377, 0.512, -0.373, -0.182, -0.186, -0.042, 0.523, -0.365, -0.379, -0.291, 0.566, 0.261, 0.319], "e_tot_ha": -2148.1660, "orbital_gap_ha": 0.173, "charge": -1, "e_above_lowest_kcal_mol": 0.0}